Molecular formula: C6H15OPS
Method: DFT, the ωB97M-V functional and the def2-TZVPD basis

Structure (XYZ):
```
24
Properties=species:S:1:pos:R:3:forces:R:3
H 1.79644 -3.19848 -0.48485 0.1 -0.3 -0.4
C -3.25944 0.45555 -0.26155 0.0 -0.5 -1.1
H 1.95896 -0.75076 -1.56606 1.1 0.2 -0.4
H 0.74899 2.02938 1.40764 0.0 -1.7 -0.5
H 0.78596 -2.55487 0.76152 1.0 0.7 -0.8
C 1.19480 -1.17136 -0.96054 -0.4 -0.2 2.2
H -3.01248 1.30198 1.71526 -0.6 0.4 -0.5
H 3.21616 1.38510 1.69814 0.9 0.5 1.9
C 1.13946 0.97309 1.17266 0.7 1.6 1.8
P 0.35272 0.32602 -0.31557 -1.2 -1.7 0.4
H 3.13152 0.28706 0.34779 -0.7 1.7 0.5
H 0.43632 -1.48816 -1.64838 -0.4 -0.7 -0.3
S -2.33816 -0.95296 0.34522 2.4 0.3 0.0
O 0.26169 1.28141 -1.42554 -0.5 0.7 -0.1
H 1.03465 0.39482 2.13426 -0.2 0.2 -1.3
C 2.66613 1.22426 0.83809 -1.4 -2.6 -1.9
H 2.53933 -2.15639 0.64619 -0.1 0.7 -0.1
H -4.09740 2.34334 0.44804 2.0 -1.3 1.1
H 2.68175 2.09214 0.21420 0.5 0.3 -0.7
H -2.83740 0.52111 -1.31474 -0.9 0.9 1.2
C 1.63430 -2.27812 0.05307 -1.7 -0.3 0.2
C -3.15299 1.65355 0.67477 -0.9 1.6 -1.3
H -2.25608 2.25467 0.40532 -0.5 -0.3 0.2
H -4.32839 0.15911 -0.34665 0.7 -0.1 0.0
```
Positions in Å, forces in eV/Å.

The value obtained for the HOMO-LUMO gap (alpha / beta) is 7.17 / 7.18 eV. The energy relative to the best compared isomer or geometry (same formula, charge and spin) comes out at 87.2 kcal/mol. Its spin multiplicity is 1. The value obtained for the calculated total energy is -28635.2406 eV. The largest force on an atom is 3.55 eV/A.

For reference, the Löwdin charges in units of e are: H 0.05; C -0.77; H 0.07; H 0.11; H 0.09; C -0.34; H 0.05; H 0.04; C -0.34; P 0.72; H 0.09; H 0.07; S 0.48; O -0.35; H 0.10; C -0.13; H 0.06; H 0.11; H 0.06; H 0.06; C -0.13; C -0.22; H 0.05; H 0.06

***

Molecular formula: C8H11NO4S
Method: DFT, the ωB97M-V functional and the def2-TZVPD basis

Structure (XYZ):
```
25
Properties=species:S:1:pos:R:3:forces:R:3
C -1.76777 2.87749 -0.36720 -0.3 -0.7 0.0
H -0.11287 3.32450 1.10842 -0.4 0.9 0.2
H 0.15296 0.77721 2.60766 -0.8 0.4 -0.7
O -2.05333 -1.15630 -1.43865 -0.6 -1.1 -0.2
H -0.75201 -2.66041 -2.02065 -1.8 -0.4 0.0
C 3.34303 -1.06818 1.66417 0.5 -0.2 1.3
O 3.38164 -0.86318 0.37108 0.8 0.2 -0.4
H -1.83457 -3.14618 -0.62214 0.2 1.3 -1.7
S 2.34122 -1.01730 -0.93054 -0.3 -0.5 1.6
C -2.09881 1.63614 -0.93120 1.9 -0.1 1.0
C -1.82429 -2.57725 -1.64828 1.5 -1.1 2.1
C -0.73545 2.70751 0.49698 0.7 1.0 0.6
H 1.44371 1.23433 1.59324 1.7 1.5 -0.2
N -0.36279 1.44661 0.51515 -0.2 -3.4 0.5
C 0.48362 0.84421 1.55688 -0.2 -3.1 -0.7
O -0.19151 -1.38983 -0.25271 -0.3 -0.2 0.4
H -2.62056 -3.08478 -2.18071 0.1 0.8 -0.7
H 4.21913 -1.09498 2.31674 0.4 0.5 -1.1
H 0.73534 -0.22554 1.22609 -0.9 1.6 0.5
O 3.06818 -0.41209 -2.00346 0.9 0.7 -1.5
C -1.21576 0.71502 -0.32383 -0.9 1.4 -1.0
H 2.52758 -1.46990 2.18474 -1.7 -0.5 0.0
H -2.35814 3.71727 -0.44928 -0.7 1.9 -0.6
H -2.66616 1.56614 -1.83241 -0.6 -0.7 0.0
C -1.10239 -0.68053 -0.64015 0.9 0.0 0.4
```
Positions in Å, forces in eV/Å.

The value obtained for the HOMO-LUMO gap (alpha / beta) is 7.17 / 8.68 eV. The energy relative to the best compared isomer or geometry (same formula, charge and spin) comes out at 113.1 kcal/mol. Its spin multiplicity is 1. The value obtained for the calculated total energy is -28984.8625 eV. The largest force on an atom is 3.45 eV/A.

For reference, the Löwdin charges in units of e are: C -0.07; H 0.13; H 0.11; O -0.02; H 0.11; C -0.11; O -0.40; H 0.12; S 1.00; C 0.02; C -0.04; C -0.10; H 0.06; N -0.07; C -0.02; O -0.08; H 0.08; H 0.07; H 0.07; O -0.49; C -0.12; H 0.04; H 0.08; H 0.11; C -0.48

***

Please write out number 2 again, unchanged.
Molecular formula: C8H11NO4S
Method: DFT, the ωB97M-V functional and the def2-TZVPD basis

Structure (XYZ):
```
25
Properties=species:S:1:pos:R:3:forces:R:3
C -1.76777 2.87749 -0.36720 -0.3 -0.7 0.0
H -0.11287 3.32450 1.10842 -0.4 0.9 0.2
H 0.15296 0.77721 2.60766 -0.8 0.4 -0.7
O -2.05333 -1.15630 -1.43865 -0.6 -1.1 -0.2
H -0.75201 -2.66041 -2.02065 -1.8 -0.4 0.0
C 3.34303 -1.06818 1.66417 0.5 -0.2 1.3
O 3.38164 -0.86318 0.37108 0.8 0.2 -0.4
H -1.83457 -3.14618 -0.62214 0.2 1.3 -1.7
S 2.34122 -1.01730 -0.93054 -0.3 -0.5 1.6
C -2.09881 1.63614 -0.93120 1.9 -0.1 1.0
C -1.82429 -2.57725 -1.64828 1.5 -1.1 2.1
C -0.73545 2.70751 0.49698 0.7 1.0 0.6
H 1.44371 1.23433 1.59324 1.7 1.5 -0.2
N -0.36279 1.44661 0.51515 -0.2 -3.4 0.5
C 0.48362 0.84421 1.55688 -0.2 -3.1 -0.7
O -0.19151 -1.38983 -0.25271 -0.3 -0.2 0.4
H -2.62056 -3.08478 -2.18071 0.1 0.8 -0.7
H 4.21913 -1.09498 2.31674 0.4 0.5 -1.1
H 0.73534 -0.22554 1.22609 -0.9 1.6 0.5
O 3.06818 -0.41209 -2.00346 0.9 0.7 -1.5
C -1.21576 0.71502 -0.32383 -0.9 1.4 -1.0
H 2.52758 -1.46990 2.18474 -1.7 -0.5 0.0
H -2.35814 3.71727 -0.44928 -0.7 1.9 -0.6
H -2.66616 1.56614 -1.83241 -0.6 -0.7 0.0
C -1.10239 -0.68053 -0.64015 0.9 0.0 0.4
```
Positions in Å, forces in eV/Å.

The value obtained for the HOMO-LUMO gap (alpha / beta) is 7.17 / 8.68 eV. The energy relative to the best compared isomer or geometry (same formula, charge and spin) comes out at 113.1 kcal/mol. Its spin multiplicity is 1. The value obtained for the calculated total energy is -28984.8625 eV. The largest force on an atom is 3.45 eV/A.

For reference, the Löwdin charges in units of e are: C -0.07; H 0.13; H 0.11; O -0.02; H 0.11; C -0.11; O -0.40; H 0.12; S 1.00; C 0.02; C -0.04; C -0.10; H 0.06; N -0.07; C -0.02; O -0.08; H 0.08; H 0.07; H 0.07; O -0.49; C -0.12; H 0.04; H 0.08; H 0.11; C -0.48